w:
{
  "formula": "C4H11N3S",
  "method": "the ωB97M-V functional and the def2-TZVPD basis",
  "species": ["C", "C", "C", "C", "H", "H", "H", "H", "H", "H", "H", "H", "H", "H", "H", "N", "N", "N", "S"],
  "positions_angstrom": [[-1.086, 2.062, 0.278], [-0.617, 1.313, -0.916], [0.364, -1.835, 0.745], [1.766, -2.016, 0.388], [-2.212, 0.245, 0.809], [-3.481, 2.258, 0.513], [-1.214, 3.127, -0.035], [0.002, 1.907, 0.937], [-1.293, 0.929, -1.687], [0.317, 2.019, -1.201], [1.214, -0.110, -1.066], [-0.283, -2.415, 1.398], [2.423, -2.784, 0.941], [2.428, -1.285, 1.056], [1.330, -1.959, -2.113], [-2.250, 1.539, 1.141], [0.395, 0.191, -0.426], [-0.179, -0.650, 0.550], [2.376, -2.534, -1.311]],
  "nbo_charge": [-0.277, -0.239, -0.047, -0.636, 0.393, 0.279, 0.210, 0.210, 0.213, 0.218, 0.387, 0.216, 0.255, 0.252, 0.136, -0.794, -0.520, -0.213, -0.041],
  "homo_energy_ev": -8.58,
  "homo_lumo_gap_ev": 9.11
}

x:
{
  "formula": "C4H11N3S",
  "method": "the ωB97M-V functional and the def2-TZVPD basis",
  "species": ["C", "C", "C", "C", "N", "N", "N", "S", "H", "H", "H", "H", "H", "H", "H", "H", "H", "H", "H"],
  "positions_angstrom": [[0.176, -1.056, 0.736], [-0.857, -1.522, -0.166], [-0.427, 0.338, 1.337], [0.627, 1.225, 2.069], [0.408, -0.280, -2.029], [-0.840, 1.022, 0.159], [0.787, 0.283, -3.283], [-0.967, 0.069, -1.310], [0.558, -1.822, 1.355], [1.052, -0.786, 0.085], [-0.455, -2.365, -0.725], [-1.771, -1.601, 0.314], [-1.224, -0.027, 2.099], [1.011, 1.985, 1.370], [1.617, 0.767, 2.467], [0.254, 1.861, 2.941], [-1.308, 1.973, 0.164], [-0.096, 0.273, -3.764], [1.455, -0.337, -3.817]],
  "nbo_charge": [-0.450, -0.455, -0.049, -0.641, -0.760, -0.891, -0.666, 1.082, 0.223, 0.247, 0.242, 0.202, 0.172, 0.223, 0.219, 0.211, 0.411, 0.321, 0.358],
  "homo_energy_ev": -7.23,
  "homo_lumo_gap_ev": 8.05
}

Which of them is least stable? Easy: w.

w:
{
  "formula": "C4H7N3O",
  "method": "the ωB97M-V functional and the def2-TZVPD basis",
  "species": ["O", "C", "N", "N", "C", "C", "C", "N", "H", "H", "H", "H", "H", "H", "H"],
  "positions_angstrom": [[-3.071, -0.188, 0.124], [-1.852, -0.117, -0.048], [-1.177, 1.147, -0.134], [0.296, 1.537, 0.018], [1.064, 0.394, -0.528], [1.880, -0.521, 0.138], [0.350, -0.668, 0.264], [-0.904, -1.138, -0.368], [-1.733, 1.964, -0.175], [0.467, 1.594, 0.974], [0.784, 0.426, -1.685], [2.518, -1.059, -0.652], [2.277, -0.489, 1.142], [0.402, -0.669, 1.373], [-1.302, -2.211, -0.442]],
  "nbo_charge": [-0.610, 0.778, -0.554, -0.410, -0.109, -0.397, -0.112, -0.667, 0.400, 0.337, 0.251, 0.237, 0.244, 0.198, 0.414],
  "homo_energy_ev": -8.36,
  "homo_lumo_gap_ev": 9.16,
  "smiles": "O=C1NN[C@H]2C[C@@H]2N1"
}

x:
{
  "formula": "C4H7N3O",
  "method": "the ωB97M-V functional and the def2-TZVPD basis",
  "species": ["N", "C", "C", "C", "N", "N", "C", "O", "H", "H", "H", "H", "H", "H", "H"],
  "positions_angstrom": [[-0.306, -1.154, 1.095], [-0.137, -0.737, -0.199], [-1.613, -0.462, -0.739], [-0.660, 0.635, -0.523], [-0.043, 1.431, 0.470], [1.329, 0.985, 0.064], [1.302, -0.319, -0.318], [2.294, -0.941, -0.628], [0.150, -2.119, 1.208], [0.162, -0.559, 1.818], [-1.880, -0.683, -1.746], [-2.290, -0.823, 0.029], [-0.275, 0.985, -1.453], [-0.097, 2.400, 0.207], [2.064, 1.360, 0.717]],
  "nbo_charge": [-0.829, -0.073, -0.314, -0.100, -0.435, -0.500, 0.647, -0.574, 0.380, 0.365, 0.226, 0.255, 0.186, 0.360, 0.406],
  "homo_energy_ev": -8.74,
  "homo_lumo_gap_ev": 9.59,
  "smiles": "N[C@@]12C[C@H]1NNC2=O"
}

Which of them is least stable? Easy: w.